*P*
Molecular formula: C6H15N2
Method: DFT, ωB97M-V/def2-TZVPD

```
23
C6H15N2, DFT ωB97M-V/def2-TZVPD
C -2.466 -0.338 -1.548
C -1.930 0.726 -0.592
C -0.419 1.056 -0.377
C 0.234 0.184 0.872
N 3.811 -0.431 -0.369
C 2.473 -0.199 -0.283
C 1.665 -0.227 0.852
N -2.552 -0.556 1.520
H -1.787 -0.682 -2.297
H -3.300 0.104 -2.054
H -2.782 -1.145 -0.916
H -2.515 1.610 -0.704
H -0.344 2.177 -0.338
H 0.147 0.846 -1.356
H -0.194 0.624 1.816
H -0.433 -0.709 0.724
H 4.430 -0.807 0.342
H 4.272 -0.156 -1.216
H 2.078 0.147 -1.273
H 2.161 -0.579 1.774
H -2.153 -1.448 1.657
H -2.255 0.250 0.423
H -3.481 -0.527 1.818
```

Computed properties:
Orbital gap ... 3.8 eV
Charge ... +1


*Q*
Molecular formula: C6H15N2
Method: DFT, ωB97M-V/def2-TZVPD

```
23
C6H15N2, DFT ωB97M-V/def2-TZVPD
C -1.384 1.344 -0.340
C -0.422 2.268 -0.041
C 0.136 0.772 -0.382
C -0.403 -0.297 1.968
C 1.825 -0.733 0.619
C 0.509 -0.127 0.782
N -0.419 -1.902 -0.848
N 0.530 0.738 -1.770
H -1.973 0.921 0.488
H -1.826 1.123 -1.352
H -0.097 3.001 -0.787
H -0.420 2.564 1.022
H 0.177 -0.858 2.744
H -1.198 -0.904 1.698
H -0.819 0.731 2.355
H 2.432 -0.699 1.546
H 1.681 -1.799 0.348
H 2.526 -0.248 -0.080
H 0.206 -2.076 -1.636
H -1.317 -1.798 -1.564
H -0.642 -2.807 -0.475
H 1.147 -0.059 -1.851
H -0.249 0.843 -2.445
```

Computed properties:
Orbital gap ... 7.8 eV
Charge ... +1


Which is most stable? The ranking, best first, is *Q*, *P*.


*P*
Molecular formula: C6H15N2
Method: DFT, ωB97M-V/def2-TZVPD

```
23
C6H15N2, DFT ωB97M-V/def2-TZVPD
C -1.078 -1.411 -1.423
C -1.615 -0.259 -0.583
C -0.768 0.165 0.629
N 2.618 0.944 -0.584
C 1.564 0.268 -0.101
C 0.406 0.896 0.312
C 0.362 2.387 0.346
N -0.253 -2.144 1.438
H -0.016 -1.442 -1.656
H -1.687 -1.690 -2.284
H -2.607 -0.531 -0.212
H -1.861 0.577 -1.245
H -0.449 -1.035 1.126
H -1.463 0.582 1.360
H 2.929 1.765 -0.080
H 3.400 0.368 -0.862
H 1.670 -0.808 0.001
H -0.086 2.865 -0.537
H -0.188 2.765 1.209
H 1.288 2.964 0.279
H -1.223 -2.349 -0.873
H -1.142 -2.633 1.395
H 0.199 -2.244 2.343
```

Computed properties:
Orbital gap ... 6.5 eV
Charge ... +1


*Q*
Molecular formula: C6H15N2
Method: DFT, ωB97M-V/def2-TZVPD

```
23
C6H15N2, DFT ωB97M-V/def2-TZVPD
C -0.337 2.756 0.096
C 0.724 2.107 -0.741
C 0.531 0.611 -0.949
C 0.439 -0.241 0.094
N 0.194 -1.574 -0.042
C 0.056 -2.463 1.093
C 0.646 -3.822 0.766
N -1.706 2.417 -0.507
H -0.249 3.843 0.151
H -0.420 2.416 1.124
H 0.814 2.594 -1.707
H 1.681 2.275 -0.246
H 0.519 0.212 -1.956
H 0.767 -0.024 1.106
H -0.375 -1.875 -0.820
H -0.976 -2.592 1.452
H 0.611 -2.090 1.949
H 1.655 -3.698 0.401
H 0.544 -4.546 1.561
H 0.091 -4.309 -0.046
H -2.090 1.663 0.062
H -1.548 1.986 -1.421
H -2.383 3.178 -0.527
```

Computed properties:
SMILES ... CCN/C=C/CC[NH3+]
Orbital gap ... 8.0 eV
Charge ... +1


*R*
Molecular formula: C6H15N2
Method: DFT, ωB97M-V/def2-TZVPD

```
23
C6H15N2, DFT ωB97M-V/def2-TZVPD
C -0.686 -2.830 0.309
C 1.797 -0.454 0.727
C -0.694 0.006 1.399
C 0.203 2.207 -0.512
C -1.008 0.488 -1.653
C 0.314 -0.200 0.356
N -0.122 -2.045 -0.446
N 0.211 0.710 -0.784
H -1.142 -3.653 -0.067
H -0.924 -2.668 1.460
H 2.006 -1.101 1.724
H 2.144 0.485 1.180
H 2.460 -0.671 -0.016
H -0.137 0.676 1.997
H -1.496 0.396 0.867
H -0.949 -0.871 1.975
H -0.436 2.675 0.160
H 1.243 2.507 -0.152
H 0.082 2.646 -1.500
H -1.815 1.139 -1.314
H -0.731 0.671 -2.743
H -1.270 -0.555 -1.628
H 0.951 0.443 -1.339
```

Computed properties:
Orbital gap ... 9.7 eV
Charge ... +1


Which is most stable? The ranking, best first, is *Q*, *P*, *R*.


*P*
Molecular formula: C6H15N2
Method: DFT, ωB97M-V/def2-TZVPD

```
23
C6H15N2, DFT ωB97M-V/def2-TZVPD
C -1.368 -1.440 -1.135
C -1.142 -2.142 0.162
C -0.949 -0.561 0.034
C 1.452 -1.034 -0.709
C 0.939 0.598 1.090
C 0.448 -0.387 0.189
N 1.137 3.009 -0.114
N -1.955 0.309 0.566
H -0.782 -1.563 -2.004
H -2.364 -1.115 -1.438
H -2.107 -2.464 0.498
H -0.265 -2.716 0.273
H 2.410 -0.598 -0.589
H 1.189 -0.899 -1.733
H 1.457 -2.117 -0.431
H 1.970 0.376 1.551
H 1.157 1.662 0.497
H 0.191 0.817 1.768
H 0.262 3.404 -0.682
H 2.020 3.203 -0.634
H 1.134 3.489 0.823
H -1.962 0.322 1.564
H -2.873 -0.154 0.454
```

Computed properties:
Orbital gap ... 8.9 eV
Charge ... +1


*Q*
Molecular formula: C6H15N2
Method: DFT, ωB97M-V/def2-TZVPD

```
23
C6H15N2, DFT ωB97M-V/def2-TZVPD
C -0.726 -1.357 -2.451
C 0.024 -0.276 -2.434
N -0.102 0.732 -1.416
C 1.111 1.548 -1.192
H -1.477 -1.536 -1.693
H -0.649 -2.093 -3.234
H 0.778 -0.088 -3.185
H -0.878 1.349 -1.642
H 1.074 1.956 -0.185
H 1.984 0.917 -1.310
H 1.185 2.356 -1.919
C 0.973 0.269 2.524
C 0.361 -0.857 1.714
C -1.939 -0.430 1.273
N -0.753 -0.364 0.874
H 1.442 1.003 1.866
H 0.201 0.786 3.093
H 1.742 -0.120 3.189
H 1.077 -1.327 1.042
H -0.024 -1.661 2.343
H -2.753 -0.058 0.661
H -2.181 -0.874 2.232
H -0.468 0.126 -0.149
```

Computed properties:
Orbital gap ... 9.7 eV
Charge ... +1


Which is most stable? The ranking, best first, is *Q*, *P*.


*P*
Molecular formula: C6H15N2
Method: DFT, ωB97M-V/def2-TZVPD

```
23
C6H15N2, DFT ωB97M-V/def2-TZVPD
C 1.273 -0.763 0.111
N 1.885 0.438 -0.403
C 3.364 0.435 -0.373
C -0.278 -0.669 -0.209
N -0.833 0.045 0.826
C -1.947 0.761 0.374
C -2.237 0.289 -1.041
C -0.849 -0.075 -1.522
H 1.703 -1.666 -0.310
H 1.322 -0.805 1.175
H 1.595 1.131 0.287
H 3.749 0.630 0.615
H 3.724 1.126 -1.118
H 3.706 -0.595 -0.514
H -0.593 -1.729 -0.080
H -2.283 -0.969 4.002
H -1.943 -0.607 3.450
H -1.705 1.841 0.381
H -2.793 0.645 1.064
H -2.956 -0.542 -1.033
H -2.793 0.980 -1.676
H -0.279 0.849 -1.636
H -0.832 -0.750 -2.368
```

Computed properties:
Orbital gap ... 5.9 eV
Charge ... +1


*Q*
Molecular formula: C6H15N2
Method: DFT, ωB97M-V/def2-TZVPD

```
23
C6H15N2, DFT ωB97M-V/def2-TZVPD
C -1.478 -1.798 0.233
C -1.269 -0.536 1.085
C -0.133 0.309 0.566
C 1.133 0.173 1.138
N 2.185 0.968 0.863
C -0.300 1.295 -0.369
C -1.543 1.879 -0.890
N 1.839 -1.302 -1.841
H -0.550 -2.357 0.122
H -2.211 -2.474 0.666
H -1.103 -0.855 2.107
H -2.163 0.075 1.023
H 1.246 -0.525 1.968
H 2.099 1.933 1.177
H 3.034 0.605 1.287
H 0.600 1.813 -0.695
H 2.598 -0.699 -2.131
H -2.403 1.615 -0.271
H -1.756 1.458 -1.878
H -1.486 2.963 -0.860
H -1.905 -1.519 -0.726
H 1.332 -0.857 -1.091
H 2.233 -2.165 -1.483
```

Computed properties:
Orbital gap ... 7.2 eV
Charge ... +1


*R*
Molecular formula: C6H15N2
Method: DFT, ωB97M-V/def2-TZVPD

```
23
C6H15N2, DFT ωB97M-V/def2-TZVPD
C -1.256 0.476 0.880
C 0.393 -0.966 -0.464
C -2.575 1.143 0.514
C -0.717 0.027 2.149
C 1.462 -1.248 0.590
C 1.744 0.626 -1.770
N -0.630 0.017 -0.221
N 0.852 -0.593 -1.855
H -3.329 0.519 -0.146
H -2.453 2.179 -0.049
H -3.183 1.469 1.400
H 0.322 0.427 2.179
H -0.572 -1.088 2.198
H -1.274 0.306 3.074
H 2.480 -1.213 0.016
H 1.284 -2.261 0.988
H 1.543 -0.634 1.442
H 1.029 1.347 -1.310
H 2.450 0.178 -1.061
H 2.093 0.817 -2.779
H -1.186 0.289 -1.053
H 1.448 -1.342 -2.245
H 0.074 -0.474 -2.480
```

Computed properties:
Orbital gap (spin up / spin down) ... 7.6 / 7.6 eV
Charge ... +1


Which is most stable? The ranking, best first, is *Q*, *R*, *P*.